[1]
DFT (ωB97M-V/def2-TZVPD) results for a structure of composition F7NaO2P2 in a non-equilibrium geometry.

Energy above the lowest of the compared OMol25 structures with the same formula, charge and spin ... 0.0 kJ/mol
HOMO ... -11.385 eV
LUMO energy ... -2.49 eV
Maximum force ... 1.851 eV/Å

Element x y z (Å)
P  -1.12  1.61  -0.25
F  -1.39  2.89  -1.21
F  0.04  2.42  0.55
F  -2.28  0.76  -1.01
F  0.01  0.99  -1.31
O  -0.76  0.19  0.72
F  -2.22  2.12  0.84
P  -0.24  -1.22  0.38
F  -1.23  -2.23  1.07
O  1.17  -1.47  0.74
F  -0.51  -1.60  -1.13
Na  3.39  -2.72  0.36

---

[2]
DFT (ωB97M-V/def2-TZVPD) results for a structure of composition F8H4N4Na5O18S8 in a non-equilibrium geometry.

HOMO ... -8.968 eV
Total charge ... +1
LUMO energy ... -6.56 eV
Maximum force ... 11.378 eV/Å

Element x y z (Å)
Na  -0.92  -4.45  -2.97
Na  3.05  -1.90  -5.14
Na  -2.29  5.93  -8.05
Na  0.38  8.43  -2.09
Na  0.56  2.32  4.78
N  3.47  -5.93  -3.29
S  4.13  -6.22  -1.74
O  5.53  -6.56  -1.48
O  3.12  -6.75  -0.82
F  4.03  -4.64  -1.32
S  4.01  -7.27  -3.71
O  3.37  -8.52  -3.29
O  5.43  -7.30  -4.15
F  3.48  -7.04  -5.22
N  -0.28  0.23  -3.03
S  -1.59  1.00  -3.13
O  -1.64  1.90  -4.29
O  -2.34  1.28  -1.90
F  -2.45  -0.32  -3.60
S  0.42  1.43  -2.05
O  0.33  1.20  -0.61
O  0.46  2.87  -2.49
F  1.90  0.94  -2.36
N  -10.02  1.81  0.57
S  -9.02  0.68  0.13
O  -7.89  0.38  0.99
O  -8.79  0.51  -1.31
F  -10.08  -0.53  0.41
S  -9.00  2.97  -0.11
O  -9.30  3.48  -1.50
O  -7.66  3.16  0.37
F  -9.66  4.05  0.87
N  6.66  0.92  5.65
S  7.40  0.55  4.31
O  7.54  -0.91  4.07
O  8.38  1.51  3.84
F  6.18  0.85  3.35
S  7.79  0.10  6.67
O  9.18  0.49  6.46
O  7.47  -1.31  7.00
F  7.46  0.88  8.01
O  -2.83  -0.19  4.02
H  -3.60  -0.08  3.46
H  -2.96  0.45  4.72
O  -2.82  6.38  -0.19
H  -3.09  7.30  -0.17
H  -3.50  5.92  0.31

---

[3]
DFT (ωB97M-V/def2-TZVPD) results for a structure of composition F8KN4Na2O16S8 in a non-equilibrium geometry.

HOMO (spin up / spin down) ... 0.457 / -4.025 eV
Total charge ... -2
LUMO energy (spin up / spin down) ... 2.94 / 2.91 eV
Maximum force ... 11.227 eV/Å
Multiplicity ... 2

Element x y z (Å)
Na  0.12  0.17  -0.27
Na  -1.73  0.27  2.06
K  -0.84  -0.80  -2.85
N  -1.49  1.55  -1.47
S  -1.22  3.17  -2.00
O  -0.91  4.17  -0.97
O  -1.89  3.57  -3.27
F  0.26  2.87  -2.58
S  -2.78  1.85  -0.84
O  -3.85  2.19  -1.75
O  -2.74  2.24  0.55
F  -3.08  0.32  -0.71
N  -1.45  -1.82  0.92
S  -2.70  -2.83  0.11
O  -2.99  -4.09  0.78
O  -2.88  -2.72  -1.32
F  -3.93  -1.88  0.58
S  -0.55  -2.95  1.27
O  -0.19  -4.00  0.36
O  -0.62  -3.28  2.68
F  0.79  -2.10  1.10
N  0.47  1.12  2.10
S  1.25  0.31  3.31
O  1.29  1.03  4.61
O  2.41  -0.50  2.94
F  0.15  -0.74  3.76
S  1.08  2.47  2.21
O  2.53  2.65  1.98
O  0.33  3.38  3.05
F  0.50  2.93  0.78
N  1.66  -0.90  -1.72
S  2.60  -2.08  -1.91
O  3.54  -2.37  -0.86
O  2.88  -2.49  -3.29
F  1.39  -3.10  -1.62
S  3.01  0.13  -1.97
O  3.20  0.70  -3.32
O  4.19  0.12  -1.10
F  2.20  1.45  -1.34

---

[4]
DFT (ωB97M-V/def2-TZVPD) results for a structure of composition FFeH2O in a non-equilibrium geometry.

HOMO (spin up / spin down) ... -26.495 / -25.997 eV
Total charge ... +2
LUMO energy (spin up / spin down) ... -13.86 / -16.98 eV
Maximum force ... 3.668 eV/Å
Multiplicity ... 6

Element x y z (Å)
H  -0.10  0.97  0.36
F  0.14  -0.98  1.65
Fe  -0.16  -1.35  -0.14
O  -0.22  0.49  -0.60
H  0.34  0.88  -1.28

---

[5]
DFT (ωB97M-V/def2-TZVPD) results for a structure of composition FGaH3O2S.

HOMO ... -5.853 eV
Total charge ... -1
LUMO energy ... 3.76 eV
Maximum force ... 0.261 eV/Å

Element x y z (Å)
O  -1.27  1.16  1.37
S  -1.03  0.47  0.12
O  -1.59  1.06  -1.08
F  -1.96  -0.89  0.29
Ga  1.25  -0.38  -0.14
H  1.78  0.70  -1.17
H  1.03  -1.84  -0.71
H  1.79  -0.28  1.34

---

[6]
DFT (ωB97M-V/def2-TZVPD) results for a structure of composition FH10O6V in a non-equilibrium geometry.

HOMO (spin up / spin down) ... -14.295 / -14.294 eV
Total charge ... +1
LUMO energy (spin up / spin down) ... -6.81 / -6.81 eV
Maximum force ... 5.718 eV/Å
Multiplicity ... 2

Element x y z (Å)
O  2.32  -1.14  1.53
V  1.60  -0.62  0.27
F  2.51  -0.54  -1.33
O  -2.74  2.34  -0.06
H  -2.97  1.73  -0.78
H  -2.70  1.60  0.66
O  -0.95  1.73  -2.14
H  -0.06  1.53  -2.47
H  -0.74  2.30  -1.25
O  -0.17  -1.12  1.13
H  -0.47  -0.42  1.66
H  -0.18  -2.22  1.37
O  1.41  1.10  0.49
H  -1.93  0.87  3.51
H  1.92  1.67  -0.55
O  1.05  -2.59  -0.47
H  0.68  -3.45  -0.18
H  1.44  -2.78  -1.38

---

[7]
DFT (ωB97M-V/def2-TZVPD) results for a structure of composition FH16O8 in a non-equilibrium geometry.

Energy above the lowest of the compared OMol25 structures with the same formula, charge and spin ... 1211.5 kJ/mol
HOMO ... -5.255 eV
Total charge ... -1
LUMO energy ... 3.40 eV
Maximum force ... 5.097 eV/Å

Element x y z (Å)
F  -0.01  -0.03  0.11
O  -0.78  -0.24  -1.92
H  -0.27  -0.88  -2.41
H  -0.42  -0.28  -1.03
O  0.37  -2.05  0.29
H  -0.04  -1.20  0.10
H  1.00  -2.17  -0.43
O  -0.25  -0.01  2.31
H  -0.20  -0.03  1.35
H  -1.18  0.10  2.50
O  2.16  -0.31  0.05
H  1.22  -0.31  0.18
H  2.28  -0.54  -0.88
O  -1.95  -1.07  0.26
H  -1.12  -0.60  0.31
H  -2.59  -0.40  0.01
O  1.04  1.41  -1.63
H  1.79  1.05  -1.15
H  0.32  0.80  -1.45
O  -1.40  1.67  -0.25
H  -2.23  1.20  -0.32
H  -0.73  0.99  -0.28
O  1.23  1.28  1.43
H  1.08  0.66  2.14
H  0.69  0.95  0.71

---

[8]
DFT (ωB97M-V/def2-TZVPD) results for an isolated molecule of FH2IP2 in a non-equilibrium geometry.

SMILES ... F[PH]#[PH]I
Energy above the lowest of the compared OMol25 structures with the same formula, charge and spin ... 20.7 kJ/mol
HOMO ... -9.297 eV
LUMO energy ... -0.46 eV
Maximum force ... 2.909 eV/Å

Element x y z (Å)
F  1.45  -1.59  0.75
P  0.53  -0.29  1.04
P  -0.99  -0.39  -0.50
I  -2.00  1.71  0.16
H  1.24  0.43  0.21
H  -0.23  0.13  -1.66

---

[9]
DFT (ωB97M-V/def2-TZVPD) results for a cluster of 2 separate species, FH2O2P in total in a non-equilibrium geometry.

Energy above the lowest of the compared OMol25 structures with the same formula, charge and spin ... 948.3 kJ/mol
HOMO (spin up / spin down) ... -10.517 / -8.809 eV
LUMO energy (spin up / spin down) ... -1.03 / -0.77 eV
Maximum force ... 2.570 eV/Å

Element x y z (Å)
O  0.15  -1.91  -0.11
O  -1.14  -0.48  -0.06
F  1.08  -0.93  0.02
P  -0.40  0.78  0.06
H  0.03  1.45  1.20
H  0.28  1.09  -1.11

---

[10]
DFT (ωB97M-V/def2-TZVPD) results for an isolated molecule of FH2O3PS in a non-equilibrium geometry.

Energy above the lowest of the compared OMol25 structures with the same formula, charge and spin ... 78.3 kJ/mol
HOMO ... -9.462 eV
LUMO energy ... 0.12 eV
Maximum force ... 3.800 eV/Å

Element x y z (Å)
O  -1.15  0.37  -0.87
O  2.73  -0.14  -0.27
O  0.46  -1.18  0.16
F  1.10  1.18  0.90
P  -1.19  -0.94  0.15
S  1.39  0.23  -0.41
H  -1.37  -0.36  1.31
H  -1.97  0.84  -0.98

---

> maximum force of number 9 (FH2O2P)?

2.570 eV/Å